Model a:
C9H11NO3 | ωB97M-V with the def2-TZVPD basis set

The geometry in XYZ format:
```
24
C9H11NO3, DFT ωB97M-V with the def2-TZVPD basis set
C 2.6088 0.9309 -0.1545
C 2.4865 -0.4609 -0.0581
C 1.5825 1.7969 0.0603
C 1.2152 -0.9106 0.3256
C 0.3516 1.3231 0.4196
C 0.2362 -0.0164 0.5549
C 1.5541 -0.6209 -3.4216
C -1.4024 -0.3933 2.3310
C -2.2862 -0.0325 -1.1020
N -1.0662 -0.5302 0.9788
O 0.9649 0.3396 -3.7338
O 2.1146 -1.6237 -3.3151
O -2.0998 0.4993 0.2358
H 3.4821 1.4412 -0.5838
H 3.3675 -1.1791 -0.1293
H 1.7769 2.8953 0.1163
H 1.0598 -1.9139 0.3442
H -0.4211 2.0863 0.6751
H -2.1662 -1.1980 2.6101
H -0.5210 -0.6312 2.9282
H -1.8000 0.5566 2.5314
H -1.2068 -0.2204 -1.4581
H -2.7390 0.7492 -1.6422
H -2.9725 -0.9943 -1.0937
```

- LUMO energy: 0.62 eV
- SMILES: CON(C)c1ccccc1.O=C=O
- Orbital gap: 9.5 eV
- E_HOMO: -8.92 eV



Model b:
C9H11NO3 | ωB97M-V with the def2-TZVPD basis set

The geometry in XYZ format:
```
24
C9H11NO3, DFT ωB97M-V with the def2-TZVPD basis set
C -1.9848 -0.3549 0.2839
C -3.1397 0.3702 -0.4054
C -1.0505 0.4392 1.2441
C 0.3395 0.4777 0.6364
C 1.1423 -0.6639 0.9847
C 0.8121 1.4346 -0.2026
C 2.3596 -0.8391 0.3682
C 2.0963 1.3836 -0.7222
C 2.8561 0.2287 -0.4542
H -1.1663 -2.0507 -0.4438
H -0.7795 -0.6673 -1.4361
H -2.3998 -1.0801 0.9907
H -0.9408 0.2002 2.3860
H -1.5304 1.4251 1.2743
H 0.7276 -1.3616 1.6346
H 0.1949 2.2974 -0.2090
H 3.0421 -1.6390 0.6929
H 2.3525 2.1427 -1.4289
H 4.5710 -0.7009 -0.6572
H -2.8657 -0.9958 -1.4836
N -1.4657 -1.1903 -0.8939
O -3.5252 1.4672 0.0002
O 4.1487 0.1229 -0.9604
O -3.7944 -0.4461 -1.1987
```

- LUMO energy: 0.40 eV
- SMILES: N[C@@H](Cc1ccc(O)cc1)C(=O)O
- Orbital gap: 9.2 eV
- E_HOMO: -8.77 eV



Stability ranking, top and bottom: model b is the most stable and model a is the least stable.



Model a:
C9H11NO3 | ωB97M-V with the def2-TZVPD basis set

The geometry in XYZ format:
```
24
C9H11NO3, DFT ωB97M-V with the def2-TZVPD basis set
C 0.6277 0.6840 -1.6712
C 1.6194 1.5603 -2.4750
C 1.2197 0.2728 -0.3130
C 0.2576 -0.2420 0.7133
C -0.1786 0.4237 1.8419
C -0.3231 -1.5138 0.5247
C -1.2701 -0.0300 2.7006
C -1.3840 -1.9841 1.2971
C -1.8962 -1.1903 2.4171
H -0.4112 0.0520 -3.2255
H 0.9870 -0.8015 -3.0292
H -0.4045 1.1915 -1.4371
H 1.7026 1.1625 0.0603
H 1.8089 -0.5740 -0.5845
H 0.1694 1.4325 2.1228
H 0.0609 -2.0749 -0.3322
H -1.5161 0.6473 3.4790
H -1.9441 -2.9043 0.9851
H -3.2903 -0.8294 3.7758
H 2.9336 2.9291 -2.1834
N 0.1267 -0.4830 -2.5223
O 2.0591 1.2785 -3.5649
O -2.9637 -1.6728 3.2119
O 2.0093 2.6657 -1.7909
```

- LUMO energy: 0.53 eV
- SMILES: N[C@@H](Cc1ccc(O)cc1)C(=O)O
- Orbital gap: 9.2 eV
- E_HOMO: -8.63 eV



Model b:
C9H11NO3 | ωB97M-V with the def2-TZVPD basis set

The geometry in XYZ format:
```
24
C9H11NO3, DFT ωB97M-V with the def2-TZVPD basis set
C -2.1995 1.8317 1.1941
C -2.0117 0.6436 0.4405
C -0.9574 2.2339 1.6772
C -0.6564 0.3520 0.4996
C 1.7869 0.9922 4.4987
C 1.4391 1.7634 1.6464
C 0.0885 1.3769 1.3010
C 0.7687 -0.3338 -1.4755
C 0.8130 -1.4715 0.6724
N -0.0476 -0.7234 -0.2590
O 1.4388 1.7756 5.2515
O 2.1181 0.0796 3.8771
O 1.7322 2.5171 2.5168
H -3.1273 2.4213 1.1565
H -2.7358 0.1219 -0.2591
H -0.7202 3.1456 2.1236
H 2.1114 1.1332 1.0519
H 1.6674 0.0328 -0.9412
H 1.0670 -1.2803 -2.1045
H 0.1251 0.4966 -1.9296
H 1.3571 -2.1506 0.0224
H 1.4540 -0.7981 1.3124
H 0.2189 -2.0990 1.3632
H -0.7926 -1.4398 -0.6322
```

- LUMO energy: -0.06 eV
- SMILES: C[NH+](C)C1=CC=C/C1=C\[O-].O=C=O
- Orbital gap: 7.3 eV
- E_HOMO: -7.38 eV



Stability ranking, top and bottom: model a is the most stable and model b is the least stable.



Model a:
C9H12NO2S | ωB97M-V with the def2-TZVPD basis set

The geometry in XYZ format:
```
25
C9H12NO2S, DFT ωB97M-V with the def2-TZVPD basis set
C 0.2661 2.4808 -2.9906
C -0.1971 1.1316 -2.6325
C 0.9292 2.9300 -1.9042
C 0.3213 0.9417 -1.3451
C 0.4364 -0.3830 -0.4512
C -1.9300 -1.4504 2.3868
C -1.0922 -0.5898 3.3508
C -0.3104 -0.6334 0.9494
C 1.9598 -0.7053 -0.2423
N -1.3192 -1.4463 1.0533
O -0.0750 -1.3917 -1.2902
O 0.9669 2.0470 -0.8906
S 0.3026 0.0230 2.3615
H 0.2065 2.9633 -3.8858
H -0.5576 0.4366 -3.3726
H 1.7569 3.6198 -1.8561
H -1.8839 -2.5063 2.8507
H -2.9983 -1.1098 2.3087
H -1.5956 0.2960 3.7821
H -0.7450 -1.1217 4.1739
H 2.0247 -1.8065 0.0359
H 2.4411 -0.1443 0.5881
H 2.5119 -0.4992 -1.1408
H 0.3643 -1.1944 -2.1643
H -1.7832 -1.8876 0.3253
```

- LUMO energy: -4.02 eV
- Orbital gap: 8.1 eV
- Net charge: +1
- E_HOMO: -12.12 eV



Model b:
C9H12NO2S | ωB97M-V with the def2-TZVPD basis set

The geometry in XYZ format:
```
25
C9H12NO2S, DFT ωB97M-V with the def2-TZVPD basis set
C 2.6657 0.0743 2.5118
C 2.3006 -0.4344 1.1974
C 1.4399 0.5310 3.0076
C 0.9341 -0.3132 1.0764
C -0.3146 1.9249 -0.6928
C -2.1229 -1.4000 -0.6205
C -1.1789 -2.3669 -1.2373
C 0.0382 -0.4777 0.0009
C 0.9216 2.5492 -1.1975
N -1.3405 -0.5539 0.3630
O -1.4016 2.0796 -0.2352
O 0.4053 0.3432 2.1676
S 0.4078 -1.4278 -1.4958
H 3.6835 0.3473 2.8332
H 3.0871 -0.9002 0.5793
H 1.3428 1.3453 3.7457
H -2.5298 -0.6341 -1.3855
H -2.8879 -2.0196 -0.0715
H -0.8208 -3.1678 -0.5228
H -1.5630 -2.7200 -2.1545
H 1.3323 3.2185 -0.2573
H 0.6874 3.3751 -1.9379
H 1.5442 1.7823 -1.6456
H -1.7377 0.4348 0.1624
H -1.3857 -0.9359 1.2195
```

- LUMO energy (alpha / beta): -3.46 / -4.13 eV
- Orbital gap (alpha / beta): 7.4 / 6.8 eV
- Net charge: +1
- E_HOMO (alpha / beta): -10.84 / -10.92 eV



Stability ranking, top and bottom: model a is the most stable and model b is the least stable.



Model a:
C5H6ClN | ωB97M-V with the def2-TZVPD basis set

The geometry in XYZ format:
```
13
C5H6ClN, DFT ωB97M-V with the def2-TZVPD basis set
C -0.9486 1.6467 1.3209
C 2.0105 0.7066 -0.5457
C 1.1274 -0.2537 -0.0865
C -1.3532 -1.2846 0.0272
C -0.2322 -0.4388 -0.5340
N -1.5867 2.4709 1.8005
Cl -0.8808 0.5444 -1.8083
H 3.0383 0.5919 -0.2562
H 1.7684 1.4365 -1.3431
H 1.6110 -0.8572 0.6483
H -1.8189 -1.7736 -0.7374
H -1.9460 -0.8409 0.8330
H -0.7894 -1.9482 0.6812
```

- LUMO energy: -3.10 eV
- Orbital gap: 5.5 eV
- E_HOMO: -8.58 eV



Model b:
C5H6ClN | ωB97M-V with the def2-TZVPD basis set

The geometry in XYZ format:
```
13
C5H6ClN, DFT ωB97M-V with the def2-TZVPD basis set
C -1.0117 -0.6575 -0.1198
C 0.1290 -0.3471 0.9537
C 0.2745 -0.1430 -0.9409
C 0.2897 1.2908 -0.5752
C 0.2951 1.1818 0.7150
H -1.0490 -1.6635 -0.4747
H 0.1715 -0.7031 1.9351
H 1.1067 -1.8051 0.1402
H 0.4592 -0.4448 -1.9884
H 0.6717 2.1479 -1.2877
H 0.1449 1.8953 1.6010
N 1.1316 -0.8431 0.0375
Cl -2.6135 0.0913 0.0042
```

- LUMO energy: 0.97 eV
- Orbital gap: 10.4 eV
- E_HOMO: -9.45 eV



Stability ranking, top and bottom: model b is the most stable and model a is the least stable.